# 1
{"formula": "C3H3ClIN", "method": "ωB97M-V/def2-TZVPD", "symbols": ["N", "C", "C", "Cl", "C", "I", "H", "H", "H"], "coordinates": [[0.13485, 2.60222, -0.13704], [-0.12454, 1.51223, 0.08404], [-0.46636, 0.14600, 0.38162], [-2.21174, -0.09427, -0.03409], [0.34849, -0.87546, -0.37288], [2.45215, -0.65762, 0.02061], [-0.41788, 0.00632, 1.57708], [0.07429, -1.88567, -0.07461], [0.21075, -0.75374, -1.44474]], "forces_ev_per_a": [[0.2, 0.6, -0.1], [0.1, 0.1, 0.0], [-0.6, -0.8, 2.9], [0.2, 0.0, 0.0], [0.3, -0.2, 0.0], [-0.3, 0.0, 0.0], [0.1, 0.2, -2.8], [0.0, 0.2, 0.0], [0.0, 0.0, 0.1]], "mulliken_charge": [-0.33, 0.10, 0.27, -0.15, -1.07, 0.09, 0.28, 0.41, 0.40], "multiplicity": 1, "homo_energy_ev": -10.089, "gap_ev": 10.0784, "smiles": "N#C[C@@H](Cl)CI", "e_above_lowest_kcal_mol": 0.0}

***

# 2
{"formula": "C3H3ClN2", "method": "ωB97M-V/def2-TZVPD", "symbols": ["Cl", "C", "N", "C", "C", "N", "H", "H", "H"], "coordinates": [[2.52712, 0.08970, -0.13984], [0.94213, -0.05721, 0.61958], [0.14073, -1.24692, 0.15976], [-0.94131, -0.75868, -0.31640], [-0.79841, 0.78985, -0.33101], [0.31426, 1.17700, 0.13138], [1.07317, -0.09426, 1.65873], [-1.78029, -1.35309, -0.73747], [-1.47741, 1.45361, -1.04474]], "forces_ev_per_a": [[0.6, -0.9, 0.0], [-0.5, 0.0, -2.5], [0.0, 0.8, 0.4], [0.9, 1.2, 0.1], [-1.8, 0.2, -3.0], [-1.3, -0.6, 1.0], [0.1, 0.0, 1.5], [0.7, 0.4, 0.4], [1.3, -1.2, 2.1]], "mulliken_charge": [-0.18, 0.11, -0.45, 0.01, -0.04, -0.39, 0.33, 0.34, 0.28], "multiplicity": 1, "homo_energy_ev": -10.791, "gap_ev": 10.6174, "smiles": "ClC1N=CC=N1", "e_above_lowest_kcal_mol": 29.3}

***

- What is the formula in the first record?
  C3H3ClIN